{"formula": "C42H97N5O2", "method": "ωB97M-V with the def2-TZVPD basis set", "lumo_energy_ev": -7.730, "charge": 4, "e_homo_ev": -15.857, "gap_ev": 8.13, "elements": ["N", "H", "H", "H", "H", "C", "H", "C", "H", "C", "H", "C", "C", "H", "H", "H", "H", "C", "H", "C", "H", "H", "C", "H", "C", "C", "H", "O", "H", "H", "C", "C", "C", "H", "H", "H", "H", "H", "O", "N", "H", "H", "H", "C", "H", "H", "H", "H", "H", "H", "H", "H", "C", "H", "H", "C", "C", "C", "H", "C", "H", "H", "H", "H", "H", "H", "H", "H", "H", "H", "H", "H", "H", "N", "H", "H", "H", "C", "C", "C", "C", "C", "C", "H", "H", "H", "H", "H", "H", "H", "C", "H", "H", "H", "H", "C", "H", "H", "H", "H", "C", "C", "H", "H", "H", "H", "C", "H", "C", "H", "H", "H", "H", "H", "H", "H", "C", "C", "C", "C", "H", "C", "C", "H", "H", "C", "H", "H", "H", "C", "C", "H", "H", "H", "H", "H", "H", "H", "H", "C", "H", "C", "H", "N", "N", "H"], "coordinates": [[-4.743, 4.646, -3.084], [5.841, 2.587, 4.202], [-2.894, 5.148, -1.240], [-3.857, -2.367, 5.440], [-0.878, -0.261, -3.053], [1.162, -6.647, 2.737], [2.673, 0.315, 3.013], [4.975, -1.437, 1.333], [-1.030, -3.930, 3.187], [1.792, 2.330, -4.485], [-0.849, -2.723, -4.010], [2.903, -5.038, 1.800], [5.004, 2.727, 2.287], [2.979, -5.012, 2.886], [-6.064, 3.644, -1.655], [-6.536, 4.398, -4.325], [1.264, 4.182, -3.465], [0.835, 1.533, -3.609], [-3.208, -3.976, 4.121], [3.921, -0.559, 0.633], [4.242, 3.225, 1.683], [-1.609, -3.413, 1.646], [-4.454, 0.701, 3.682], [-0.774, 0.173, 0.402], [-3.398, 0.344, 2.603], [2.214, -3.762, 1.381], [-3.776, 3.730, -5.606], [-0.655, -1.600, 1.413], [1.729, 2.005, -5.526], [5.943, -1.150, 0.917], [-1.539, 3.475, -1.058], [-5.730, 4.640, -1.950], [-1.776, -1.694, 4.078], [-5.240, 5.026, -1.056], [1.826, -3.609, 0.373], [2.155, 4.408, -5.021], [2.480, -8.335, 1.072], [0.475, -5.868, 3.052], [1.104, -3.565, 2.257], [4.357, 1.294, 2.255], [1.188, 1.789, -2.600], [0.050, -0.040, -1.560], [-3.464, 0.104, 5.401], [3.021, 1.343, 2.924], [1.776, -0.243, -5.485], [-1.041, -1.729, 3.270], [-1.301, 2.582, -1.642], [1.751, -5.889, -0.519], [2.266, 1.930, 2.415], [-1.709, -0.685, 4.475], [2.838, 2.302, -4.182], [3.281, 1.623, 3.942], [-2.063, -5.483, 2.095], [0.412, 3.893, -4.930], [-5.148, -0.208, 5.639], [-3.655, 6.333, -4.626], [-3.363, -1.159, 2.278], [-0.344, -0.250, 1.332], [0.581, -7.521, 2.448], [-1.889, -4.009, 2.519], [-6.629, 5.180, -2.231], [-5.390, 6.293, -5.876], [5.388, 5.151, 4.606], [3.923, -1.094, 3.256], [-1.810, 4.977, -2.521], [-4.094, 5.993, -6.843], [0.755, -0.119, 1.243], [-1.926, -6.223, 2.876], [-3.851, 6.369, -2.397], [0.806, -2.632, -5.715], [-0.693, 4.074, -0.731], [-5.495, 2.988, -4.232], [0.088, -0.344, -5.319], [1.142, 0.037, -3.478], [0.507, -5.201, 0.451], [1.823, -6.891, 3.567], [3.611, -7.544, 2.145], [5.176, 3.293, 3.709], [2.968, -7.384, 1.282], [5.364, 0.358, 2.950], [-4.367, 6.116, -3.316], [4.223, 0.937, 0.769], [0.195, -2.774, -3.684], [-0.567, -2.408, -1.743], [3.873, -5.160, 1.330], [-2.510, -1.392, 1.639], [-5.454, 4.013, -6.319], [4.229, 3.454, 4.207], [-0.227, 1.747, -3.631], [-1.985, 3.059, -0.151], [2.520, -0.241, -2.946], [3.340, 1.476, 0.433], [3.930, -0.868, -0.416], [0.483, -2.872, 1.900], [5.883, 2.584, 1.663], [1.410, 3.829, -4.489], [6.929, 4.431, 4.385], [0.420, -3.838, -3.605], [2.869, -2.918, 1.595], [2.518, 0.068, -1.903], [0.048, -0.516, -2.540], [-4.191, -1.754, 4.610], [-2.894, -5.607, 1.402], [5.513, -1.789, 3.424], [-1.202, -5.565, 1.427], [6.050, 5.355, 3.077], [-4.694, 4.311, -5.595], [2.968, -0.955, 0.995], [-4.407, 5.801, -5.818], [2.860, -1.259, -3.079], [-4.178, 1.655, 4.131], [6.296, 0.505, 2.408], [-3.636, 0.835, 1.660], [-3.178, 3.230, -3.601], [-5.104, -2.062, 4.095], [-5.480, 0.851, 3.349], [-3.575, 3.759, -2.736], [5.991, 4.612, 3.869], [-3.163, -3.437, 3.174], [4.931, -1.086, 2.832], [-3.311, 7.364, -4.717], [0.250, -2.032, -2.357], [-4.360, -0.259, 4.888], [5.145, 1.140, 0.231], [3.552, -7.095, 0.413], [1.100, -2.186, -4.767], [-4.048, 2.943, -2.183], [-2.710, 5.774, -4.533], [-0.678, 0.428, 2.135], [1.144, -6.077, 0.366], [1.011, -0.656, -4.827], [-1.547, -2.413, 4.861], [-2.447, 0.745, 2.947], [1.207, -2.157, -1.848], [-5.312, 6.663, -3.307], [-3.977, -3.649, 2.485], [4.766, -2.490, 1.177], [5.381, 0.665, 3.991], [2.109, -2.519, -4.521], [-2.456, 4.374, -1.876], [0.577, -6.998, 0.263], [-5.501, 4.079, -4.271], [-4.278, -1.513, 1.808], [2.003, -6.260, 1.577], [-3.154, -1.976, 3.543], [3.151, 0.427, -3.528]], "atomic_forces_ev_per_a": [[-1.3, 0.0, -0.1], [-0.6, -0.2, 0.5], [0.0, -0.3, 0.3], [-0.5, 0.1, 0.3], [-0.1, -0.2, 0.1], [-0.1, -0.1, 0.6], [-0.3, 0.1, -0.3], [-0.5, 0.9, 0.6], [-0.2, -0.1, 0.1], [-0.6, 0.7, -1.2], [0.0, 0.0, -0.1], [-1.5, 0.2, 0.4], [-1.6, -0.5, -0.1], [0.5, 0.2, 0.0], [0.3, -0.2, -0.6], [0.2, 0.6, 0.2], [0.4, 0.2, 0.0], [3.0, -0.1, 2.2], [-0.8, 0.0, 0.0], [0.5, -1.5, -0.3], [0.3, 0.7, 0.1], [-0.2, -0.2, 0.1], [0.0, -0.1, 0.6], [0.0, 0.3, 0.0], [-1.3, -0.3, 0.2], [-1.1, 1.6, 1.3], [-0.1, -0.3, -0.2], [0.8, 0.4, 0.0], [0.2, -0.1, 0.0], [0.2, -0.5, 0.1], [-0.9, -0.7, 0.0], [0.2, -0.3, 0.8], [0.2, 0.6, 0.3], [-0.2, 0.5, -0.1], [0.6, -0.6, -0.4], [-0.2, 0.2, 0.0], [-0.4, 0.2, 0.0], [0.2, 0.3, -0.3], [0.0, -0.6, -0.1], [1.2, 0.7, -0.8], [-0.7, 0.6, 0.2], [0.4, 0.4, -0.2], [0.0, -0.3, 0.3], [1.0, -1.6, 0.8], [0.3, -0.1, 0.3], [-0.3, -0.3, -0.1], [0.7, 0.2, 0.0], [0.3, -0.4, 0.1], [0.3, 0.4, 0.0], [-0.4, -0.1, 0.2], [-0.1, -0.5, 0.2], [-0.7, 0.5, 0.0], [1.1, 1.3, -1.0], [0.2, 0.4, -0.4], [-0.3, 0.4, -0.3], [1.9, -0.3, 0.1], [0.1, 0.6, 0.8], [0.5, -1.0, -1.0], [0.1, -0.1, 0.0], [-0.4, 0.3, 0.0], [0.2, 0.4, 0.1], [0.0, 0.0, 0.4], [0.3, 0.2, 0.1], [-0.1, -0.7, -0.2], [0.0, -0.1, -0.2], [1.1, 0.0, 0.3], [0.0, 0.4, 0.0], [-0.6, 0.0, 0.1], [0.3, 0.4, -0.3], [0.2, 0.3, -0.2], [0.3, -0.3, -0.3], [-0.3, 0.0, 0.9], [-0.3, 0.0, 0.5], [-1.6, -1.1, -0.6], [-0.2, -0.3, 0.5], [0.0, -0.1, 0.0], [0.0, 0.2, 0.0], [1.5, 0.0, -1.3], [0.1, -0.4, 0.1], [-0.8, -0.2, 0.0], [-1.0, -0.3, 0.0], [-1.2, -1.5, 1.3], [-0.6, 0.2, -0.4], [0.2, 0.1, 0.4], [-0.1, -0.3, -0.1], [0.0, -0.1, 0.0], [0.6, -0.5, -0.5], [-0.1, -0.4, 0.0], [-0.1, -0.3, -0.7], [-0.3, 0.3, 0.0], [-0.3, 1.5, -0.2], [0.4, 0.5, -0.3], [0.1, 0.5, -0.1], [0.0, 0.4, -0.1], [0.4, 0.4, 0.4], [-0.9, -1.0, 0.5], [0.3, 0.1, -0.5], [0.0, 0.0, 0.3], [0.6, -0.3, -0.3], [0.1, -0.1, 0.0], [0.5, -1.0, -0.6], [-0.2, 1.2, -1.9], [-0.4, -0.4, 0.5], [0.3, 0.4, 0.1], [-0.1, -0.6, 0.1], [0.3, -0.6, -0.5], [-1.6, 1.3, 0.6], [-0.4, 0.9, 0.1], [-1.8, -0.2, -0.1], [-0.4, -0.1, 0.0], [-0.1, 0.2, -0.3], [0.2, 0.3, 0.4], [0.0, 0.2, 0.0], [0.0, 0.6, -0.4], [-0.2, -0.6, 0.6], [0.0, -0.4, -0.5], [0.2, -1.3, 1.0], [-1.3, 0.5, 0.9], [1.1, -0.9, 0.0], [-0.2, 0.1, -0.6], [-0.4, 0.1, 0.1], [-0.2, 0.4, -0.4], [1.1, -0.3, 0.7], [0.0, 0.4, 0.1], [0.1, 0.0, 0.0], [-0.1, 0.1, 1.0], [0.0, 0.1, 0.2], [0.1, 0.0, -0.2], [0.0, -0.3, 0.3], [0.0, 0.0, -0.3], [0.1, -0.2, -0.8], [-0.1, 0.0, 0.1], [0.1, -0.3, -0.1], [-0.1, -0.3, 0.2], [0.0, -0.1, 0.0], [-0.4, 0.2, 0.4], [0.2, 0.0, -0.2], [0.4, 0.1, -0.1], [0.2, 0.1, -0.4], [-0.3, 1.5, -0.4], [-0.1, 0.1, -0.2], [2.2, -0.8, -1.5], [-0.3, 0.1, 0.2], [0.9, -0.1, -1.4], [1.5, -0.4, -0.7], [0.3, -0.2, 0.2]], "mulliken_charge": [0.119, 0.124, 0.471, 0.490, 0.500, -0.533, 0.330, -1.367, 0.216, -0.575, 0.385, -1.022, -0.479, 0.389, 0.424, 0.504, 0.338, -0.497, 0.294, 1.029, 0.435, -0.356, -0.898, -0.046, -0.174, 0.984, 0.275, -0.661, 0.318, 0.572, -1.231, -1.009, -0.607, 0.409, 0.364, 0.422, 0.392, -0.030, -0.344, 0.479, 0.220, 0.489, 0.287, -1.034, 0.496, -0.183, -0.067, 0.324, 0.316, 0.520, 0.358, 0.405, -1.353, 0.302, 0.462, -0.321, -0.156, 0.253, 0.419, 0.955, 0.457, 0.338, 0.364, 0.202, 0.307, 0.425, -0.472, 0.349, 0.580, 0.471, 0.483, 0.218, 0.466, 1.011, -0.005, 0.406, 0.416, -0.217, -1.022, -0.745, -0.837, -1.071, -0.984, 0.251, 0.377, -0.284, 0.423, 0.347, 0.348, 0.438, -1.564, 0.517, 0.272, -0.023, 0.355, -1.369, 0.357, 0.380, -0.826, 0.541, -0.851, -0.520, 0.397, 0.491, 0.136, 0.353, -0.599, -0.667, -0.794, 0.471, 0.376, 0.316, 0.394, 0.336, 0.392, 0.391, -0.601, -1.295, -0.987, -0.605, 0.481, 0.111, -0.860, 0.434, 0.473, -0.815, 0.394, -0.053, 0.008, -0.765, -0.814, 0.404, 0.076, -0.171, 0.422, 0.257, 0.474, 0.577, 0.320, -0.460, 0.511, -0.531, 0.524, 0.270, 0.459, 0.334]}